w:
Below is a gas-phase ion, C5H12N3 (charge +1), with properties calculated with wB97M-V/def2-TZVPD.

Bonds (Å) are listed after each position.
Cartesian coordinates (Å):
1 H -1.29 0.74 0.38  C8 1.113
2 H -0.76 -2.16 -0.69  C3 1.056
3 C -1.15 -1.17 -0.73  H2 1.056, H6 1.089, C8 1.578, C18 1.545
4 H 1.26 -1.64 -0.12  N5 0.956
5 N 1.52 -1.14 0.66  H4 0.956, H19 1.054, C20 1.298
6 H -2.21 -0.94 -0.81  C3 1.089
7 N 1.87 0.29 2.92  N9 1.448, H11 1.001, H14 1.021
8 C -0.49 0.03 0.05  H1 1.113, C3 1.578, C18 1.510, C20 1.536
9 N 0.85 0.69 1.98  N7 1.448, H12 0.956, C20 1.329
10 H 0.54 -0.34 -1.92  C18 1.139
11 H 1.46 0.13 3.82  N7 1.001
12 H 0.26 1.43 2.14  N9 0.956
13 H -2.43 0.55 -2.11  C15 1.112
14 H 2.53 1.08 2.99  N7 1.021
15 C -1.38 0.85 -2.30  H13 1.112, H16 1.146, H17 1.153, C18 1.522
16 H -1.28 0.61 -3.41  C15 1.146
17 H -1.15 1.93 -1.95  C15 1.153
18 C -0.44 -0.01 -1.46  C3 1.545, C8 1.510, H10 1.139, C15 1.522
19 H 2.45 -1.25 1.15  N5 1.054
20 C 0.72 -0.17 0.98  N5 1.298, C8 1.536, N9 1.329

Properties
HOMO level in eV: -14.21
E_LUMO in eV: -3.0
Charge: +1
SMILES: C[C@@H]1C[C@H]1/C(N)=[NH+]/N

Calculated atomic charges, method Löwdin, unit e:
1. H 0.155
2. H 0.093
3. C -0.025
4. H 0.082
5. N 0.250
6. H 0.104
7. N 0.086
8. C -0.143
9. N 0.057
10. H 0.158
11. H 0.097
12. H 0.129
13. H 0.081
14. H 0.111
15. C -0.064
16. H 0.113
17. H 0.112
18. C -0.316
19. H 0.176
20. C -0.254


x:
Below is 2 unconnected molecules or ions with the total composition C5H12N3, with properties calculated with wB97M-V/def2-TZVPD.

Bonds (Å) are listed after each position.
Cartesian coordinates (Å):
1 H -0.50 1.09 1.74  C8 1.098
2 N -1.48 -0.67 2.62  H6 1.010, C8 1.431, H16 1.010
3 N -0.51 -0.35 -1.72  H7 1.016, C10 1.422, C11 1.279
4 N 1.83 0.00 1.04  C5 1.407, H17 1.006, H19 1.008
5 C 0.74 -0.60 1.69  N4 1.407, C8 1.331, H18 1.079
6 H -2.31 -0.71 2.06  N2 1.010
7 H 0.10 -1.15 -1.62  N3 1.016
8 C -0.40 0.03 1.99  H1 1.098, N2 1.431, C5 1.331
9 H -0.44 1.76 -1.99  C10 1.080
10 C 0.13 0.85 -2.11  N3 1.422, H9 1.080, C20 1.322
11 C -1.71 -0.44 -1.29  N3 1.279, H13 1.081, H15 1.082
12 H 1.96 -0.09 -2.61  C20 1.084
13 H -2.31 0.45 -1.16  C11 1.081
14 H 1.85 1.72 -2.92  C20 1.078
15 H -2.07 -1.44 -1.08  C11 1.082
16 H -1.74 -0.24 3.50  N2 1.010
17 H 2.71 -0.42 1.27  N4 1.006
18 H 0.94 -1.61 2.03  C5 1.079
19 H 1.84 1.01 1.12  N4 1.008
20 C 1.37 0.82 -2.57  C10 1.322, H12 1.084, H14 1.078

Properties
HOMO level in eV: -11.61
E_LUMO in eV: -5.3
Charge: +1

Calculated atomic charges, method Löwdin, unit e:
1. H 0.101
2. N -0.001
3. N 0.048
4. N 0.030
5. C -0.216
6. H 0.051
7. H 0.178
8. C -0.259
9. H 0.131
10. C -0.141
11. C 0.185
12. H 0.089
13. H 0.128
14. H 0.088
15. H 0.129
16. H 0.073
17. H 0.081
18. H 0.115
19. H 0.083
20. C 0.107


y:
Below is a gas-phase ion, C5H12N3 (charge +1), with properties calculated with wB97M-V/def2-TZVPD.

Bonds (Å) are listed after each position.
Cartesian coordinates (Å):
1 C -0.56 -0.11 0.06  C7 1.348, N9 1.501, C14 1.575
2 H -1.80 1.26 0.71  C7 0.996
3 N 2.16 -1.29 -0.10  C16 1.260, H20 1.000
4 H 2.98 0.45 0.88  C16 1.152
5 H 0.24 2.81 -0.17  C12 1.183
6 N -2.96 -0.26 -0.07  C7 1.369, H10 0.999, H18 0.999
7 C -1.80 0.33 0.34  C1 1.348, H2 0.996, N6 1.369
8 H -0.69 -1.75 -1.24  N9 1.012
9 N -0.42 -1.57 -0.28  C1 1.501, H8 1.012, H11 0.989, H15 1.172
10 H -3.83 0.03 0.32  N6 0.999
11 H -0.88 -2.11 0.40  N9 0.989
12 C 0.88 1.87 -0.50  H5 1.183, C14 1.519, H17 1.022, H19 1.155
13 H 0.80 0.92 1.42  C14 1.026
14 C 0.75 0.67 0.43  C1 1.575, C12 1.519, H13 1.026, C16 1.579
15 H 0.74 -1.56 -0.40  N9 1.172
16 C 2.10 -0.15 0.45  N3 1.260, H4 1.152, C14 1.579
17 H 1.86 2.16 -0.46  C12 1.022
18 H -3.03 -1.25 -0.10  N6 0.999
19 H 0.54 1.50 -1.54  C12 1.155
20 H 2.91 -1.95 -0.15  N3 1.000

Properties
HOMO level in eV: -12.65
E_LUMO in eV: -2.9
Charge: +1
SMILES: [H]/N=C/[C@@H](C)/C([NH3+])=C/N

Calculated atomic charges, method Löwdin, unit e:
1. C -0.184
2. H 0.094
3. N 0.116
4. H 0.165
5. H 0.137
6. N 0.109
7. C -0.119
8. H 0.152
9. N 0.163
10. H 0.104
11. H 0.135
12. C -0.052
13. H 0.103
14. C -0.284
15. H 0.103
16. C -0.089
17. H 0.031
18. H 0.086
19. H 0.126
20. H 0.105


The winner here is w, beating the second structure by 0.0128 hartree.